Below is a molecular structure, C18H46GaS4SbSi3, with properties calculated with ωB97M-V with the def2-TZVPD basis set.

As for the HOMO-LUMO gap: 0.320 Ha. As for the LUMO energy: -5.29 eV. Its energy above the lowest of the compared OMol25 structures with the same formula, charge and spin is 0.7 kcal/mol.

```
! wB97M-V def2-TZVPD RIJCOSX def2/J DEFGRID3
* xyz 2 1
Sb -2.814 0.873 1.568
Ga -0.647 0.218 0.159
S -0.313 -1.976 1.321
S 2.221 -0.473 -0.959
S 0.992 1.207 1.652
S 0.307 -2.736 -2.156
Si -4.033 2.575 0.022
Si -4.373 -1.179 1.762
Si -2.710 2.076 3.868
C -5.420 3.302 1.028
C 3.329 0.231 0.279
C 2.943 -2.114 -1.220
C -6.105 -0.517 1.884
C -3.866 -2.115 3.290
C -4.681 1.625 -1.445
C 0.323 -3.528 0.569
C -4.104 -2.161 0.197
C -0.735 0.759 -1.715
C 1.177 -1.549 2.277
C -0.154 -3.865 -0.833
C -2.153 3.817 3.524
C -4.456 1.967 4.499
C -2.753 3.846 -0.437
C 2.113 -2.884 -2.251
C 2.655 1.427 0.932
C 1.140 -0.146 2.850
C -1.538 1.198 5.025
H -3.063 -2.469 0.083
H 2.339 -2.505 -3.249
H 1.407 -3.468 0.606
H -6.385 0.072 1.009
H -3.888 1.302 -2.120
H -4.524 2.524 5.438
H 3.270 1.827 1.739
H -1.651 0.113 5.006
H -0.441 -0.056 -2.368
H -6.806 -1.353 1.955
H -3.209 4.608 -1.076
H 1.247 -2.261 3.101
H 0.216 -4.866 -1.065
H -6.240 0.102 2.772
H 0.003 -4.307 1.262
H -3.968 -1.503 4.187
H 2.037 0.043 3.440
H 3.960 -1.996 -1.596
H -2.858 4.353 2.888
H -4.513 -2.987 3.413
H -2.357 4.351 0.446
H 2.393 -3.938 -2.244
H -5.349 2.276 -2.015
H 4.252 0.584 -0.184
H -6.128 2.544 1.367
H -2.082 4.363 4.468
H -2.835 -2.468 3.229
H -4.715 -3.068 0.222
H -5.181 2.396 3.807
H 2.026 -1.691 1.615
H -1.170 3.845 3.050
H -1.755 1.064 -1.946
H -1.920 3.412 -0.991
H -0.066 1.604 -1.885
H -0.497 1.463 4.831
H -1.760 1.526 6.045
H -4.745 0.936 4.710
H 0.283 -0.018 3.511
H -5.259 0.747 -1.151
H 3.007 -2.642 -0.268
H 2.500 2.232 0.211
H -5.972 4.006 0.399
H 3.604 -0.520 1.020
H -1.243 -3.923 -0.878
H -4.390 -1.596 -0.692
H -5.059 3.854 1.896
*
```